1.
{"formula": "C2H3CaO2", "method": "the ωB97M-V functional and the def2-TZVPD basis", "orbital_gap_ev": 8.9479, "homo_energy_ev": -13.81, "total_charge": 1, "elements": ["Ca", "O", "O", "C", "C", "H", "H", "H"], "xyz": [[0.610, 0.349, 1.152], [1.730, 0.829, -0.517], [2.244, -0.439, 0.023], [-1.366, 0.249, -0.534], [-1.714, -0.402, 0.445], [-1.319, 1.104, -1.200], [2.125, -1.075, -0.694], [-2.311, -0.614, 1.324]], "lowdin_charge": [1.5276, -0.4598, -0.3123, 0.0086, -0.0382, 0.0939, 0.1004, 0.0798]}



2.
{"formula": "C17H26AuClN5OPS2", "method": "the ωB97M-V functional and the def2-TZVPD basis", "orbital_gap_ev": 5.9669, "homo_energy_ev": -1.48, "total_charge": -2, "elements": ["Au", "Cl", "S", "S", "P", "O", "N", "N", "N", "N", "N", "C", "C", "C", "C", "C", "C", "C", "C", "C", "C", "C", "C", "C", "C", "C", "C", "C", "H", "H", "H", "H", "H", "H", "H", "H", "H", "H", "H", "H", "H", "H", "H", "H", "H", "H", "H", "H", "H", "H", "H", "H", "H", "H"], "xyz": [[0.452, -0.019, -4.401], [-0.541, 3.151, -4.564], [1.822, -3.189, -1.062], [1.978, -1.587, -3.551], [-0.368, 0.788, 0.782], [-1.213, 1.244, -0.342], [-0.958, -3.219, -5.449], [-0.491, 1.668, 2.226], [1.246, 0.930, 0.486], [-1.203, -5.322, -1.778], [-0.788, -0.739, 1.244], [-0.742, -2.820, 2.288], [-2.641, 2.727, 2.303], [-1.395, -3.016, 0.919], [-0.652, -4.469, -2.332], [-1.782, 1.601, 2.911], [1.147, -2.793, -2.571], [-0.490, -3.278, -4.394], [0.016, -3.451, -3.073], [-1.653, -1.595, 0.402], [-1.610, 3.730, 1.741], [3.248, 0.470, -0.697], [-0.738, 1.439, -5.243], [-0.243, 3.106, 2.080], [3.538, 1.311, 0.547], [2.343, 0.996, 1.442], [0.100, -1.571, 2.059], [1.733, 0.574, -0.870], [-1.716, 4.728, 2.172], [1.013, -1.830, 1.509], [3.537, 2.377, 0.299], [-2.216, 0.609, 2.801], [-2.696, -1.294, 0.529], [-3.253, 2.330, 1.494], [-2.306, -3.615, 0.950], [4.490, 1.069, 1.025], [0.509, 3.289, 1.314], [-0.143, -3.679, 2.592], [1.337, -0.386, -1.194], [-1.617, 1.786, 3.979], [-0.688, -3.521, 0.262], [3.511, -0.576, -0.525], [-1.489, -2.621, 3.065], [1.434, 1.335, -1.592], [3.779, 0.802, -1.588], [-1.800, 1.232, -5.117], [-0.546, 1.577, -6.306], [0.371, -1.050, 2.981], [2.157, 1.755, 2.204], [-1.405, -1.501, -0.656], [2.507, 0.041, 1.959], [-1.714, 3.805, 0.660], [-3.303, 3.175, 3.047], [0.133, 3.494, 3.035]], "lowdin_charge": [0.4546, 0.2086, 0.4470, 0.3439, 0.5239, -0.2602, 0.0948, -0.1997, -0.1895, 0.1024, -0.1978, -0.1807, -0.1738, -0.1853, -0.3090, -0.2158, -1.2175, -0.3262, -0.4309, -0.1712, -0.1743, -0.1848, -0.8324, -0.2226, -0.1836, -0.2191, -0.2230, -0.2155, 0.0924, 0.0807, 0.1042, 0.1023, 0.1040, 0.0995, 0.1026, 0.0981, 0.1068, 0.1038, 0.0255, 0.1046, 0.0431, 0.0842, 0.0994, 0.1000, 0.1038, -0.0576, -0.0667, 0.1051, 0.0936, 0.1088, 0.1030, 0.0996, 0.0910, 0.1057]}



3.
{"formula": "CH4ClN3", "method": "the ωB97M-V functional and the def2-TZVPD basis", "smiles": "[H]/N=C(/N)NCl", "orbital_gap_ev": 10.1918, "homo_energy_ev": -9.77, "total_charge": 0, "elements": ["Cl", "N", "N", "N", "C", "H", "H", "H", "H"], "xyz": [[-2.906, -0.144, -0.213], [0.672, -0.256, -0.345], [-0.307, 1.736, 0.147], [-1.420, -0.302, 0.642], [-0.350, 0.477, 0.181], [1.457, 0.474, -0.641], [-1.051, -1.199, 0.520], [-1.129, 2.157, 0.631], [0.318, -0.565, -1.224]], "lowdin_charge": [0.5944, 0.0775, 0.1175, -0.3878, -0.7272, 0.1580, 0.0323, 0.0591, 0.0763]}



4.
{"formula": "C4H5N3", "method": "the ωB97M-V functional and the def2-TZVPD basis", "orbital_gap_ev": 9.3782, "homo_energy_ev": -9.19, "total_charge": 0, "elements": ["N", "N", "N", "C", "C", "C", "C", "H", "H", "H", "H", "H"], "xyz": [[1.992, 0.333, 1.832], [-0.424, -0.120, -0.680], [-1.462, -2.584, 1.522], [-0.900, -1.615, 1.217], [0.288, 1.058, -1.174], [-0.279, -0.392, 0.830], [0.970, -0.019, 1.408], [-0.149, 1.951, -0.716], [-0.341, -0.958, -1.254], [-1.232, 0.213, 0.149], [0.147, 1.111, -2.254], [1.356, 1.028, -0.934]], "lowdin_charge": [0.1531, -0.0713, 0.1461, -0.2299, -0.0707, -0.3188, -0.2249, 0.1009, 0.1494, 0.1884, 0.0932, 0.0846]}



5.
{"formula": "CH4ClOP", "method": "the ωB97M-V functional and the def2-TZVPD basis", "smiles": "C=PCl.O", "orbital_gap_ev": 9.6136, "homo_energy_ev": -9.87, "total_charge": 0, "elements": ["Cl", "P", "O", "C", "H", "H", "H", "H"], "xyz": [[0.138, -2.952, 1.522], [-0.543, -1.260, 0.709], [-1.833, 1.670, 0.512], [0.459, -1.085, -0.594], [1.066, -1.804, -1.096], [-1.738, 0.687, 0.542], [-2.455, 1.696, 1.325], [0.324, -0.150, -1.128]], "lowdin_charge": [0.1418, 0.4540, -0.1515, -0.4018, -0.0094, -0.1057, 0.0806, -0.0081]}



6.
{"formula": "C41H45CeClN3P2", "method": "the ωB97M-V functional and the def2-TZVPD basis", "orbital_gap_ev": [4.9485, 4.9428], "homo_energy_ev": [-16.15, -16.15], "total_charge": 3, "elements": ["Ce", "Cl", "P", "P", "N", "N", "N", "C", "C", "C", "C", "C", "C", "C", "C", "C", "C", "C", "C", "C", "C", "C", "C", "C", "C", "C", "C", "C", "C", "C", "C", "C", "C", "C", "C", "C", "C", "C", "C", "C", "C", "C", "C", "C", "C", "C", "C", "C", "H", "H", "H", "H", "H", "H", "H", "H", "H", "H", "H", "H", "H", "H", "H", "H", "H", "H", "H", "H", "H", "H", "H", "H", "H", "H", "H", "H", "H", "H", "H", "H", "H", "H", "H", "H", "H", "H", "H", "H", "H", "H", "H", "H", "H"], "xyz": [[-0.202, -0.234, -0.753], [1.447, 1.341, -2.046], [-1.675, 2.319, -0.119], [1.930, -2.146, -0.056], [-1.683, -1.212, 0.949], [-2.765, -2.362, 2.662], [-0.975, -0.906, 3.140], [-0.982, 4.882, -1.115], [0.537, -5.594, 1.695], [1.554, -3.470, 1.128], [5.848, -2.133, 1.216], [5.334, 0.057, 0.313], [0.620, -3.154, -2.299], [-3.591, 1.607, 1.760], [-0.062, 5.916, -1.315], [1.319, -4.125, 3.452], [-1.811, -1.486, 2.254], [-2.945, 2.428, -1.421], [-4.176, 3.067, -1.191], [-2.582, 2.537, 1.439], [-4.950, 2.337, -3.367], [0.576, 3.824, 0.427], [-3.782, 2.573, 3.969], [0.956, -4.677, 0.732], [3.646, -1.689, 0.304], [-3.504, -3.083, 1.631], [-2.811, 3.523, 3.642], [4.048, -0.372, 0.000], [0.536, -3.659, -3.601], [-2.699, 1.796, -2.654], [-0.647, 3.812, -0.273], [-0.128, 0.198, 2.686], [-3.721, 1.712, -3.600], [6.237, -0.821, 0.926], [-0.721, -1.479, 4.447], [1.702, -3.925, -4.323], [-4.174, 1.615, 3.024], [-2.213, 3.512, 2.383], [1.186, 5.883, -0.685], [-3.452, -2.238, 3.946], [1.744, -3.204, 2.498], [1.882, -2.899, -1.725], [2.956, -3.670, -3.755], [-5.169, 3.033, -2.172], [3.053, -3.151, -2.462], [0.716, -5.324, 3.053], [4.558, -2.572, 0.905], [1.505, 4.834, 0.190], [-4.242, 2.576, 4.959], [4.024, -2.932, -2.015], [-1.493, -1.183, 5.167], [7.242, -0.477, 1.174], [4.258, -3.594, 1.140], [-3.575, -1.191, 4.265], [-4.358, 3.579, -0.246], [1.467, -3.910, 4.512], [-2.808, -3.638, 0.987], [-4.950, 0.886, 3.266], [-0.766, 1.022, 2.338], [-2.943, -2.809, 4.734], [-6.115, 3.547, -1.998], [1.917, 6.673, -0.865], [1.631, -4.332, -5.334], [0.798, 3.029, 1.145], [0.827, -4.895, -0.328], [5.635, 1.080, 0.080], [-4.164, -3.795, 2.134], [-4.451, -2.674, 3.824], [-3.924, 0.892, 1.003], [3.337, 0.303, -0.484], [-3.554, 1.157, -4.527], [-2.517, 4.282, 4.367], [6.548, -2.821, 1.691], [-0.665, -2.573, 4.394], [0.391, -6.041, 3.808], [2.476, 4.800, 0.686], [3.863, -3.876, -4.324], [2.236, -2.279, 2.805], [-0.447, -3.831, -4.046], [-1.953, 4.900, -1.610], [-1.469, 4.265, 2.125], [-2.420, -1.691, 0.431], [-5.736, 2.283, -4.122], [0.241, -1.104, 4.809], [0.067, -6.527, 1.380], [0.452, 0.548, 3.547], [-0.320, 6.746, -1.973], [-1.706, 1.380, -2.875], [0.582, -0.117, 1.893], [-4.124, -2.405, 1.022], [-0.384, -0.566, -2.899], [-1.028, -1.049, -2.632], [-0.310, -2.951, -1.735]], "lowdin_charge": [0.6220, 0.2244, 1.0361, 1.0383, -0.0149, -0.1067, -0.0910, -0.0487, -0.0434, -0.3585, -0.0339, -0.0466, -0.1839, -0.1136, -0.0337, -0.0711, -0.3905, -0.3712, -0.0641, -0.3838, -0.0281, -0.1387, -0.0378, -0.0631, -0.3735, -0.0270, -0.0385, -0.0970, -0.0510, -0.1117, -0.3867, -0.0180, -0.0507, -0.0266, -0.0271, -0.0195, -0.0661, -0.0595, -0.0307, -0.0224, -0.1031, -0.3592, -0.0137, -0.0256, -0.0297, -0.0353, -0.0696, -0.0534, 0.1248, 0.1197, 0.0978, 0.1271, 0.1199, 0.0961, 0.1219, 0.1219, 0.1026, 0.1151, 0.0655, 0.0988, 0.1278, 0.1256, 0.1313, 0.1009, 0.1053, 0.1221, 0.1110, 0.1056, 0.1087, 0.0354, 0.1224, 0.1260, 0.1257, 0.0884, 0.1256, 0.1198, 0.1313, 0.1159, 0.1258, 0.1134, 0.1117, 0.0419, 0.1279, 0.1072, 0.1240, 0.1215, 0.1249, 0.0609, 0.0477, 0.1082, 0.0699, 0.0923, 0.0808]}



7.
{"formula": "C3H6N2OS", "method": "the ωB97M-V functional and the def2-TZVPD basis", "orbital_gap_ev": 8.4325, "homo_energy_ev": -8.18, "total_charge": 0, "elements": ["S", "O", "N", "N", "C", "C", "C", "H", "H", "H", "H", "H", "H"], "xyz": [[-2.530, -1.155, -0.086], [-2.536, 1.163, -0.118], [2.054, 0.231, -0.071], [0.621, -1.657, -0.026], [0.785, -0.208, -0.048], [-1.694, 0.211, 0.000], [-0.330, 0.597, 0.101], [1.415, -2.239, 0.344], [2.639, -0.243, -0.673], [-0.032, 1.724, -0.489], [-1.899, 1.972, 0.674], [2.018, 1.325, 0.090], [-0.511, -1.721, 0.303]], "lowdin_charge": [0.7676, -0.1299, 0.1135, 0.0580, -0.4635, -1.0680, -0.1356, 0.1018, 0.0722, 0.1828, 0.2897, 0.1648, 0.0465]}



8.
{"formula": "C25H45CaCl6CsF2KN2O7PS2", "method": "the ωB97M-V functional and the def2-TZVPD basis", "orbital_gap_ev": 2.8109, "homo_energy_ev": -9.74, "total_charge": 2, "elements": ["Cs", "Ca", "K", "Cl", "Cl", "Cl", "Cl", "Cl", "Cl", "S", "S", "P", "F", "F", "O", "O", "O", "O", "O", "O", "O", "N", "N", "C", "C", "C", "C", "C", "C", "C", "C", "C", "C", "C", "C", "C", "C", "C", "C", "C", "C", "C", "C", "C", "C", "C", "C", "C", "H", "H", "H", "H", "H", "H", "H", "H", "H", "H", "H", "H", "H", "H", "H", "H", "H", "H", "H", "H", "H", "H", "H", "H", "H", "H", "H", "H", "H", "H", "H", "H", "H", "H", "H", "H", "H", "H", "H", "H", "H", "H", "H", "H", "H"], "xyz": [[-1.788, 2.389, -3.066], [-0.354, 2.974, 4.246], [-3.703, -7.482, 6.570], [0.907, 3.381, 2.018], [-0.974, -7.316, 6.895], [0.509, -6.621, 4.499], [-0.857, -0.634, 3.185], [-2.208, -5.651, 4.840], [3.511, 3.037, 0.552], [-0.573, 8.699, 3.386], [0.430, 0.267, -0.450], [2.871, -5.153, -4.921], [5.319, 1.981, -0.367], [-1.237, -2.586, -1.633], [1.379, -4.853, -4.186], [0.144, -0.575, -1.604], [4.302, -5.222, -5.395], [2.198, -4.545, -6.299], [-1.815, 8.239, 2.704], [2.451, -6.739, -5.111], [0.933, -0.558, 0.639], [-3.728, 2.511, 0.468], [2.600, -1.247, 5.725], [-5.897, 2.582, 1.836], [2.081, -2.697, -3.246], [1.201, -3.320, 4.923], [-2.335, 1.113, -1.127], [3.004, -7.700, -4.226], [1.975, -2.143, 5.376], [-3.628, 1.861, -0.764], [-2.161, 5.672, 0.579], [-4.599, 4.742, 1.070], [-1.166, 1.129, -0.075], [2.426, -7.578, -2.826], [0.407, 7.228, 3.747], [3.003, -3.918, -7.292], [3.479, -4.919, -8.330], [1.642, 1.567, -0.996], [-0.183, 1.857, 2.126], [0.531, 9.350, 2.122], [1.396, -4.026, -3.009], [-1.374, 1.848, 1.180], [0.179, 0.812, 3.046], [-2.660, 2.511, 1.392], [-1.078, -6.984, 5.153], [1.525, 0.996, 3.903], [-3.598, 5.346, 0.004], [-4.996, 3.238, 0.735], [1.628, -2.174, -4.090], [-0.124, 6.641, 4.500], [4.237, -4.474, -8.977], [1.408, 1.709, 4.807], [0.531, 6.633, 2.839], [-5.874, 3.153, 2.800], [-2.159, 5.762, 1.694], [-3.984, 6.307, -0.424], [3.841, -3.391, -6.833], [2.377, 1.387, 3.289], [-1.454, -7.875, 4.656], [-5.714, 1.495, 1.991], [1.884, -4.567, -2.192], [0.090, 10.261, 1.720], [-2.837, 3.062, 2.341], [1.382, 7.521, 4.139], [2.115, 2.120, -0.081], [-3.443, 4.671, -0.879], [-1.694, 6.540, 0.067], [-5.573, 3.301, -0.220], [0.650, 8.620, 1.321], [-2.272, 0.595, -2.162], [1.022, -3.256, 3.849], [-1.502, 4.784, 0.357], [1.498, 9.582, 2.568], [0.244, -3.359, 5.443], [1.338, -7.505, -2.856], [2.708, -8.438, -2.215], [1.760, -4.229, 5.137], [2.438, 1.114, -1.637], [3.147, -2.831, -3.478], [2.762, -8.683, -4.633], [0.356, -3.855, -2.716], [-4.520, 1.906, -1.512], [3.891, -5.819, -7.874], [4.094, -7.610, -4.205], [2.386, -3.160, -7.781], [-6.957, 2.672, 1.477], [2.637, -5.242, -8.948], [2.009, -2.072, -2.357], [2.805, -6.679, -2.330], [1.110, 2.361, -1.605], [-4.060, 4.779, 2.054], [1.852, -0.033, 4.219], [-5.490, 5.405, 1.150]], "lowdin_charge": [1.3937, 1.2963, 0.8223, 0.5564, 0.5289, 0.6541, 0.6914, 0.5401, 0.2819, 0.8293, 0.6348, 0.6381, -0.5042, -0.7014, -0.1929, -0.3539, -0.2309, -0.2201, -0.5616, -0.2202, -0.3051, -0.0565, 0.1455, -0.0265, -0.0828, -0.0904, -0.3688, -0.2992, -0.2465, -0.0868, -0.1022, -0.1325, -0.1643, -0.0869, -0.2839, -0.3030, -0.0766, -0.2112, -0.7190, -0.2532, -0.2854, -0.2207, -0.7796, 0.0469, -1.5104, -0.1369, -0.2098, -0.3019, 0.0862, 0.0290, 0.0762, 0.0361, 0.0348, 0.0904, 0.0560, 0.1189, 0.1011, 0.0904, 0.0270, 0.0915, 0.0998, 0.0599, 0.1183, 0.0619, -0.1772, 0.0860, 0.0848, 0.1494, 0.0576, -0.0184, 0.0816, 0.0475, 0.0625, 0.0665, 0.0837, 0.0734, 0.0458, 0.0985, 0.0709, 0.1172, 0.0936, 0.1663, 0.0717, 0.1093, 0.1109, 0.0983, 0.0750, 0.0577, 0.0580, 0.0488, 0.0987, 0.0364, 0.1337]}